Entry 1:
This record from the Open Molecules 2025 dataset describes a 18-piece molecular cluster, C48H76Cl28N4 overall. The level of theory is ωB97M-V/def2-TZVPD.

Last column: Mulliken charge in e.
Cartesian coordinates (Å):
Cl (5.774, -2.833, 2.908)  -0.17
C (5.310, -4.003, 1.695)  -0.36
C (3.844, -3.717, 1.322)  0.10
Cl (3.024, -5.201, 0.741)  -0.20
H (5.224, -4.991, 2.147)  0.30
H (6.022, -4.054, 0.871)  0.31
H (3.640, -2.914, 0.614)  -0.04
H (3.184, -3.442, 2.144)  0.11
Cl (-4.328, -2.815, 4.952)  -0.16
C (-4.756, -4.407, 4.289)  -0.45
C (-3.476, -5.262, 3.901)  -0.73
Cl (-2.664, -4.517, 2.532)  -0.02
H (-5.284, -4.326, 3.339)  0.29
H (-5.211, -4.941, 5.123)  0.38
H (-3.727, -6.268, 3.564)  0.35
H (-2.823, -5.493, 4.743)  0.35
Cl (-3.639, -2.629, -1.369)  -0.04
C (-4.798, -2.365, -0.081)  -0.44
C (-5.175, -0.831, -0.086)  0.18
Cl (-6.436, -0.728, 1.216)  -0.23
H (-4.299, -2.492, 0.880)  0.07
H (-5.649, -3.030, -0.230)  0.44
H (-5.574, -0.450, -1.026)  0.14
H (-4.369, -0.167, 0.227)  -0.10
Cl (4.038, 1.416, 3.856)  0.10
C (5.042, 0.805, 5.213)  -0.67
C (5.203, 2.012, 6.222)  -0.54
Cl (3.699, 2.693, 6.902)  -0.17
H (6.018, 0.504, 4.832)  0.38
H (4.460, 0.023, 5.701)  0.28
H (5.783, 2.884, 5.921)  0.36
H (5.699, 1.594, 7.098)  0.35
Cl (-0.011, 7.951, -4.807)  -0.20
C (0.512, 6.531, -4.007)  -0.22
C (-0.099, 6.102, -2.626)  -0.16
Cl (-1.941, 5.785, -2.627)  -0.11
H (1.599, 6.588, -4.046)  0.28
H (0.247, 5.668, -4.618)  0.13
H (0.223, 6.699, -1.773)  0.38
H (0.232, 5.082, -2.430)  -0.13
Cl (-5.522, 5.993, -2.604)  -0.17
C (-5.257, 5.783, -0.917)  0.00
C (-4.532, 6.916, -0.172)  0.04
Cl (-5.530, 8.404, -0.069)  -0.24
H (-4.612, 4.905, -0.941)  -0.29
H (-6.216, 5.537, -0.462)  0.43
H (-3.659, 7.145, -0.783)  0.10
H (-4.338, 6.736, 0.886)  0.16
Cl (-2.647, -1.598, -5.689)  -0.10
C (-3.824, -2.304, -6.830)  -0.52
C (-3.712, -3.843, -6.823)  -0.31
Cl (-4.749, -4.538, -8.042)  -0.22
H (-3.445, -1.948, -7.788)  0.31
H (-4.788, -1.832, -6.640)  0.34
H (-3.894, -4.296, -5.849)  0.25
H (-2.734, -4.263, -7.059)  0.26
Cl (-2.170, 1.767, -7.724)  -0.21
C (-0.675, 1.495, -6.750)  0.01
C (0.018, 0.221, -7.311)  -0.41
Cl (1.248, -0.306, -6.149)  -0.08
H (-1.017, 1.346, -5.725)  -0.04
H (-0.009, 2.351, -6.856)  0.32
H (0.558, 0.181, -8.257)  0.40
H (-0.655, -0.634, -7.384)  0.05
Cl (4.376, 0.385, 0.640)  -0.12
C (3.653, 1.630, -0.425)  -0.08
C (2.493, 2.452, 0.171)  0.79
Cl (2.300, 3.898, -0.824)  -0.12
H (3.467, 1.242, -1.426)  -0.33
H (4.427, 2.366, -0.642)  0.47
H (2.480, 2.734, 1.224)  -0.01
H (1.654, 1.836, -0.149)  -0.78
Cl (0.473, -6.702, -1.360)  -0.21
C (-0.330, -5.099, -1.087)  0.14
C (-0.576, -4.451, -2.480)  -0.02
Cl (-1.873, -5.391, -3.250)  -0.19
H (0.383, -4.539, -0.483)  -0.40
H (-1.265, -5.298, -0.562)  0.45
H (0.285, -4.526, -3.144)  0.32
H (-0.820, -3.410, -2.268)  -0.10
Cl (2.431, 2.627, -4.346)  -0.02
C (4.035, 2.872, -5.070)  -0.75
C (5.063, 3.468, -4.174)  -0.37
Cl (5.653, 2.342, -2.984)  -0.12
H (3.966, 3.494, -5.963)  0.41
H (4.262, 1.819, -5.239)  0.32
H (4.671, 4.376, -3.717)  0.23
H (5.910, 3.708, -4.817)  0.38
Cl (-0.969, 1.498, -0.857)  0.15
C (-1.108, -0.204, -0.387)  -0.52
C (0.348, -0.541, 0.055)  -0.02
Cl (0.256, -2.173, 0.932)  0.15
H (-1.400, -0.844, -1.220)  0.27
H (-1.866, -0.326, 0.387)  0.07
H (0.486, 0.231, 0.813)  0.13
H (1.028, -0.567, -0.796)  -0.13
Cl (-4.845, 2.313, -1.936)  -0.18
C (-3.645, 1.439, -2.988)  0.45
C (-4.324, 0.869, -4.230)  -0.07
Cl (-5.469, -0.429, -3.948)  -0.19
H (-3.170, 0.703, -2.339)  -0.55
H (-2.785, 2.021, -3.319)  0.28
H (-3.681, 0.706, -5.094)  -0.11
H (-4.832, 1.748, -4.627)  0.41
Cl (4.190, 4.972, 2.360)  -0.13
C (3.149, 5.827, 3.498)  -0.52
C (1.695, 5.464, 3.287)  0.04
Cl (0.892, 6.278, 1.876)  -0.13
H (3.181, 6.915, 3.437)  0.38
H (3.540, 5.593, 4.489)  0.30
H (1.186, 5.744, 4.209)  0.42
H (1.638, 4.394, 3.083)  -0.32
N (-0.021, 0.233, 3.639)  0.24
C (-0.609, -0.929, 4.044)  -0.68
C (-0.251, -1.648, 5.205)  -0.98
C (0.791, -1.144, 5.984)  -0.63
C (1.322, 0.107, 5.631)  -0.53
C (0.900, 0.771, 4.486)  -0.41
H (-1.228, -1.383, 3.284)  0.88
H (-0.743, -2.561, 5.506)  0.57
H (1.129, -1.627, 6.889)  0.47
H (2.115, 0.697, 6.067)  0.39
H (1.097, 1.805, 4.246)  0.58
N (-3.450, 4.688, 1.801)  -0.15
C (-2.285, 4.113, 1.500)  -1.09
C (-1.806, 2.907, 2.083)  -0.07
C (-2.613, 2.179, 2.898)  -0.01
C (-3.912, 2.712, 3.119)  -0.88
C (-4.245, 3.941, 2.599)  -0.52
H (-1.682, 4.755, 0.875)  0.62
H (-0.797, 2.613, 1.837)  0.78
H (-2.461, 1.124, 3.072)  0.38
H (-4.554, 2.239, 3.848)  0.46
H (-5.258, 4.306, 2.684)  0.37
N (1.927, -6.547, 6.518)  -0.57
C (2.127, -5.458, 5.761)  -0.50
C (1.765, -5.425, 4.416)  0.01
C (1.241, -6.619, 3.900)  -0.27
C (0.802, -7.663, 4.729)  -0.55
C (1.234, -7.601, 6.037)  -0.20
H (2.579, -4.594, 6.224)  0.45
H (1.921, -4.593, 3.745)  0.35
H (1.044, -6.570, 2.839)  0.46
H (0.180, -8.469, 4.370)  0.41
H (0.986, -8.403, 6.716)  0.36
N (2.047, -2.445, -2.820)  -0.03
C (2.803, -3.536, -2.513)  -0.04
C (4.170, -3.408, -2.274)  -0.73
C (4.802, -2.156, -2.376)  -0.20
C (4.042, -1.056, -2.813)  -0.41
C (2.635, -1.225, -2.873)  -0.96
H (2.228, -4.433, -2.341)  0.13
H (4.756, -4.220, -1.870)  0.47
H (5.866, -2.132, -2.194)  0.42
H (4.464, -0.067, -2.910)  0.16
H (1.980, -0.420, -3.174)  1.11

Kohn-Sham gap = 9.60 eV
ΔE to the lowest compared entry with this formula, charge and spin = 56.7 kcal per mole


Entry 2:
This record from the Open Molecules 2025 dataset describes a 8-piece molecular cluster, C48H81Br3F4N9O3 overall. The level of theory is ωB97M-V/def2-TZVPD.

Last column: Mulliken charge in e.
Cartesian coordinates (Å):
C (-1.394, 3.288, 0.209)  -1.47
C (-2.920, 3.073, 0.232)  -0.61
C (-3.414, 1.751, 0.846)  -0.09
Br (-2.522, 1.610, 2.570)  0.00
N (-3.046, 0.535, 0.030)  0.15
C (-2.826, 0.872, -1.424)  -1.67
C (-2.759, -0.330, -2.347)  0.71
C (-2.391, 0.250, -3.729)  -1.25
C (-0.866, 0.426, -3.836)  -0.86
N (-0.168, -0.829, -4.140)  -0.65
C (-4.151, -0.996, -2.364)  0.26
C (-5.167, -0.287, -3.268)  -1.05
C (-5.286, -0.875, -4.679)  -1.25
C (-6.643, -0.561, -5.288)  0.24
F (-6.566, -0.870, -6.606)  -0.32
Br (-8.039, -1.681, -4.544)  -0.06
C (-7.064, 0.923, -5.250)  0.75
F (-8.046, 1.102, -6.140)  -0.25
F (-7.539, 1.280, -4.058)  -0.22
Br (-5.624, 2.110, -5.788)  -0.12
C (-4.757, -1.094, -0.938)  -2.07
C (-3.874, -0.722, 0.247)  1.39
C (-4.786, -0.653, 1.484)  -1.62
C (-5.617, -1.915, 1.788)  -1.24
C (-7.097, -1.805, 1.304)  -0.40
C (-7.973, -2.702, 2.135)  0.15
O (-9.046, -2.359, 2.563)  -0.51
O (-7.468, -3.943, 2.429)  -0.48
C (-2.867, -1.889, 0.454)  -1.01
C (-2.209, -1.886, 1.800)  -0.07
O (-1.162, -1.315, 2.079)  -0.45
F (-2.872, -2.605, 2.721)  -0.25
H (-1.090, 3.887, 1.050)  0.47
H (-0.831, 2.367, 0.167)  0.33
H (-1.150, 3.865, -0.673)  0.35
H (-3.328, 3.807, 0.913)  0.56
H (-3.397, 3.271, -0.718)  0.35
H (-4.475, 1.868, 0.978)  0.53
H (-2.113, 0.290, 0.367)  0.97
H (-3.655, 1.475, -1.754)  0.75
H (-1.902, 1.414, -1.513)  0.45
H (-1.953, -1.017, -2.130)  -0.03
H (-2.901, 1.188, -3.905)  0.55
H (-2.633, -0.477, -4.487)  0.31
H (-0.442, 0.802, -2.910)  0.36
H (-0.655, 1.153, -4.609)  0.48
H (0.243, -1.210, -3.301)  0.31
H (-0.812, -1.538, -4.466)  0.28
H (-4.037, -1.996, -2.762)  1.04
H (-6.156, -0.368, -2.840)  1.00
H (-4.977, 0.775, -3.334)  -0.20
H (-5.233, -1.952, -4.619)  0.45
H (-4.566, -0.461, -5.367)  0.36
H (-5.640, -0.467, -0.890)  0.97
H (-5.125, -2.097, -0.813)  0.38
H (-5.506, 0.137, 1.301)  0.80
H (-4.262, -0.371, 2.387)  0.42
H (-5.217, -2.822, 1.364)  0.32
H (-5.662, -2.016, 2.860)  0.54
H (-7.460, -0.793, 1.326)  0.41
H (-7.128, -2.216, 0.301)  0.26
H (-7.350, -4.459, 1.625)  0.34
H (-2.053, -1.831, -0.255)  0.52
H (-3.340, -2.837, 0.267)  0.66
C (-0.679, 1.269, 6.345)  -0.90
C (0.747, 1.736, 6.614)  -0.45
C (1.001, 3.179, 6.161)  -0.49
C (0.786, 3.322, 4.720)  0.28
N (0.621, 3.436, 3.589)  -0.41
H (-0.900, 1.268, 5.275)  0.04
H (-0.823, 0.252, 6.708)  0.36
H (-1.406, 1.912, 6.844)  0.34
H (1.448, 1.068, 6.109)  0.30
H (0.955, 1.667, 7.682)  0.32
H (2.027, 3.473, 6.384)  0.32
H (0.334, 3.869, 6.678)  0.31
C (6.098, 3.278, 1.880)  -1.22
C (4.788, 3.142, 2.644)  -0.33
C (3.638, 2.659, 1.753)  -0.02
C (3.377, 3.606, 0.663)  0.18
N (3.165, 4.353, -0.182)  -0.54
H (6.011, 4.020, 1.084)  0.40
H (6.896, 3.601, 2.545)  0.41
H (6.392, 2.325, 1.431)  0.26
H (4.525, 4.102, 3.090)  0.29
H (4.919, 2.439, 3.463)  0.21
H (2.727, 2.563, 2.343)  0.00
H (3.870, 1.684, 1.321)  0.36
C (6.602, -0.661, 6.217)  -1.08
C (7.670, -0.374, 5.170)  -0.41
C (8.355, 0.984, 5.365)  -0.45
C (7.382, 2.072, 5.279)  0.32
N (6.616, 2.925, 5.214)  -0.49
H (5.793, 0.069, 6.171)  0.27
H (6.163, -1.640, 6.051)  0.30
H (7.025, -0.640, 7.225)  0.36
H (7.216, -0.412, 4.178)  0.25
H (8.431, -1.155, 5.203)  0.34
H (9.116, 1.141, 4.600)  0.29
H (8.844, 1.034, 6.339)  0.31
C (5.617, 2.519, -2.721)  -1.13
C (6.903, 2.911, -2.003)  -0.15
C (8.157, 2.674, -2.851)  -0.49
C (8.288, 1.258, -3.201)  0.23
N (8.384, 0.148, -3.479)  -0.43
H (5.601, 1.454, -2.960)  0.36
H (4.756, 2.728, -2.084)  0.20
H (5.497, 3.079, -3.650)  0.32
H (6.975, 2.339, -1.076)  0.12
H (6.855, 3.965, -1.727)  0.32
H (9.051, 2.977, -2.306)  0.30
H (8.113, 3.256, -3.772)  0.31
C (1.006, -3.756, 3.779)  -1.08
C (1.674, -3.438, 2.446)  -0.27
C (3.171, -3.765, 2.442)  -0.22
C (3.877, -2.989, 3.463)  0.19
N (4.413, -2.382, 4.277)  -0.40
H (1.424, -3.156, 4.588)  0.32
H (-0.062, -3.540, 3.732)  0.17
H (1.126, -4.809, 4.037)  0.36
H (1.527, -2.381, 2.214)  0.19
H (1.191, -4.012, 1.653)  0.34
H (3.610, -3.538, 1.470)  0.38
H (3.325, -4.827, 2.641)  0.02
C (-7.600, 3.914, -9.369)  -1.03
C (-6.852, 4.255, -10.651)  -0.44
C (-5.369, 3.875, -10.576)  -0.34
C (-4.698, 4.572, -9.476)  0.23
N (-4.195, 5.117, -8.600)  -0.44
H (-7.205, 4.475, -8.521)  0.31
H (-8.658, 4.161, -9.458)  0.35
H (-7.521, 2.849, -9.141)  0.24
H (-6.951, 5.323, -10.852)  0.30
H (-7.303, 3.729, -11.493)  0.31
H (-4.861, 4.124, -11.507)  0.29
H (-5.261, 2.802, -10.411)  0.25
C (6.818, -7.144, 3.906)  -1.13
C (7.068, -7.903, 2.607)  -0.41
C (6.335, -7.289, 1.408)  -0.37
C (4.886, -7.295, 1.618)  0.27
N (3.752, -7.295, 1.796)  -0.49
H (5.764, -7.165, 4.184)  0.34
H (7.380, -7.594, 4.724)  0.33
H (7.128, -6.101, 3.818)  0.29
H (6.757, -8.942, 2.728)  0.30
H (8.137, -7.912, 2.392)  0.31
H (6.551, -7.849, 0.499)  0.30
H (6.657, -6.258, 1.252)  0.27

Kohn-Sham gap = 9.55 eV
ΔE to the lowest compared entry with this formula, charge and spin = 0.0 kcal per mole
charge = +1


Q: Look up the Kohn-Sham gap of the first one.
A: 9.60 eV


Q: Which of these has the highest ΔE to the lowest compared entry with this formula, charge and spin?
A: C48H76Cl28N4


Q: Kohn-Sham gap of number 1 (C48H76Cl28N4)?
A: 9.60 eV